Record 1
Computed, not measured: the molecule C4H7FN2S at a distorted geometry, with the ωB97M-V functional and the def2-TZVPD basis.

Geometry as ORCA input:
```
! RIJCOSX wB97M-V def2-TZVPD def2/J DEFGRID3
* xyz 0 1
C -0.21017 -1.09376 -0.16376
C 0.38720 -1.39621 1.14253
C -0.28714 -0.01508 0.87108
C 0.49883 1.15429 0.42410
H 1.05035 -1.75735 -2.03251
H 0.47946 0.04207 -1.83314
H -1.04031 -1.71771 -0.18841
H 0.12077 -2.17829 1.94574
H -1.39195 0.13145 1.18007
H 1.54123 0.96806 0.65217
H -1.91984 3.48752 -0.95564
N 0.70257 -0.97894 -1.30096
N 0.06397 2.27882 -0.20415
F 1.70544 -1.19644 1.07215
S -1.70042 2.27158 -0.60929
*
```

Computed properties:
highest occupied orbital energy	-8.9	eV
SMILES string	N[C@H]1[C@@H](F)[C@H]1/C=N\S
LUMO energy	0.728	eV
energy above the lowest of the compared OMol25 structures with the same formula, charge and spin	4.411	eV

Record 2
Computed, not measured: a 2-piece molecular cluster, C2H3N3O3 overall at a distorted geometry, with the ωB97M-V functional and the def2-TZVPD basis.

Geometry as ORCA input:
```
! RIJCOSX wB97M-V def2-TZVPD def2/J DEFGRID3
* xyz 0 1
C 0.73465 1.39676 -0.04007
C 0.03109 0.28669 -0.49515
N 1.06383 2.37625 0.44553
N -0.99020 0.24885 -1.31729
N 0.59254 -1.00954 -0.15976
O -0.05843 -1.97228 -0.47586
O 1.74155 -1.08723 0.31255
O -0.46592 -0.16850 1.77849
H -1.74187 0.92164 -1.32671
H -1.10818 -0.83429 -1.19135
H 0.20093 -0.15834 2.46962
*
```

Computed properties:
highest occupied orbital energy (spin up / spin down)	-9.6 / -9.6	eV
LUMO energy (spin up / spin down)	-2.703 / -2.701	eV
energy above the lowest of the compared OMol25 structures with the same formula, charge and spin	6.038	eV

Record 3
Computed, not measured: the molecule C3H6N2O at a distorted geometry, with the ωB97M-V functional and the def2-TZVPD basis.

Geometry as ORCA input:
```
! RIJCOSX wB97M-V def2-TZVPD def2/J DEFGRID3
* xyz 0 1
C -1.31994 1.22221 -0.24370
C -1.46328 -0.05412 0.06349
C 0.65693 -0.80523 -0.66992
N 1.75116 -0.29506 1.37371
N 1.66206 -0.45743 0.10320
O -0.57295 -1.07946 -0.12414
H -2.11196 1.91446 -0.04181
H -2.35579 -0.44370 0.53215
H 0.77666 -0.83439 -1.74020
H -0.42689 1.61014 -0.70154
H 0.84772 -0.46428 1.81921
H 2.55628 -0.31314 -0.37045
*
```

Computed properties:
highest occupied orbital energy (spin up / spin down)	-7.8 / -7.8	eV
LUMO energy (spin up / spin down)	0.871 / 0.871	eV
energy above the lowest of the compared OMol25 structures with the same formula, charge and spin	4.223	eV

Record 4
Computed, not measured: C21H56FO7Zn as an isolated structure at a distorted geometry, with the ωB97M-V functional and the def2-TZVPD basis.

Geometry as ORCA input:
```
! RIJCOSX wB97M-V def2-TZVPD def2/J DEFGRID3
* xyz 1 1
Zn 13.96524 -7.90606 -24.03754
F 13.30820 -6.37100 -22.91380
C 10.05041 -9.35031 -24.30559
C 10.83625 -8.86504 -23.10512
C 10.35370 -9.48210 -21.79306
O 12.24777 -9.03640 -23.30054
H 10.55359 -9.04700 -25.23117
H 9.09323 -8.83596 -24.36627
H 10.03221 -10.43954 -24.37668
H 10.68771 -7.79133 -22.97685
H 10.65196 -8.91497 -20.91215
H 10.75351 -10.49825 -21.70035
H 9.26902 -9.57616 -21.75210
H 12.45461 -9.97591 -23.40990
C 14.30882 -6.89199 -18.13871
C 13.67952 -6.32749 -19.36367
C 13.03504 -4.94841 -19.28571
O 14.59807 -6.33168 -20.45050
H 14.70785 -7.90283 -18.18084
H 13.62547 -6.76637 -17.29798
H 15.17640 -6.26178 -17.89962
H 12.81436 -6.95459 -19.63101
H 12.21008 -4.89941 -18.57756
H 12.76982 -4.63161 -20.28939
H 13.79525 -4.24217 -18.92769
H 14.17556 -6.16426 -21.30119
C 17.16240 -5.27393 -25.68998
C 16.91279 -6.63417 -25.04567
C 17.80098 -6.94554 -23.84937
O 15.52913 -6.65778 -24.61320
H 16.34724 -5.05341 -26.37873
H 18.12049 -5.30579 -26.20472
H 17.11976 -4.51322 -24.91041
H 16.94989 -7.42221 -25.80022
H 18.14369 -6.10169 -23.24831
H 18.73022 -7.48328 -24.05638
H 17.24102 -7.63019 -23.21162
H 15.27324 -5.82752 -24.16785
C 16.47277 -10.20031 -21.49251
C 15.00549 -9.85289 -21.73899
C 14.15331 -9.76787 -20.49490
O 14.94918 -8.54915 -22.38583
H 16.55444 -10.95066 -20.70266
H 17.14938 -9.38244 -21.24385
H 16.94708 -10.69851 -22.34228
H 14.56589 -10.61415 -22.38955
H 13.08211 -9.80935 -20.67839
H 14.30336 -8.78569 -20.03133
H 14.47044 -10.49065 -19.74278
H 15.20756 -7.89759 -21.70706
C 8.88107 -5.39064 -20.63217
C 9.87116 -5.68664 -21.78220
C 10.40502 -4.43559 -22.41923
O 10.98578 -6.39783 -21.20672
H 8.03456 -4.93394 -21.15652
H 9.20862 -4.75248 -19.81546
H 8.47789 -6.31261 -20.21116
H 9.34827 -6.41588 -22.40883
H 9.69402 -3.74015 -22.86051
H 11.17643 -4.79502 -23.11337
H 10.97721 -3.84549 -21.69800
H 11.78716 -6.14683 -21.68890
C 14.60298 -2.48665 -22.13616
C 14.10197 -2.77486 -23.53578
C 14.62750 -1.87842 -24.63469
O 14.52414 -4.10989 -23.87584
H 14.39155 -3.20142 -21.33775
H 14.23679 -1.57458 -21.65026
H 15.69069 -2.37882 -22.20456
H 13.00276 -2.78552 -23.49029
H 14.39731 -0.83492 -24.40521
H 14.14718 -2.06957 -25.59373
H 15.70695 -1.98601 -24.73978
H 13.89478 -4.72123 -23.44271
C 12.77865 -5.58603 -27.44485
C 12.36129 -5.93858 -26.02155
C 10.84997 -5.80965 -25.84988
O 12.78020 -7.28671 -25.72016
H 12.61775 -4.50858 -27.53725
H 12.16161 -6.06438 -28.20854
H 13.82854 -5.76341 -27.67706
H 12.92069 -5.31004 -25.33310
H 10.27473 -6.70630 -26.08943
H 10.36834 -4.94220 -26.30033
H 10.62095 -5.64444 -24.79049
H 12.35334 -7.85729 -26.37361
*
```

Computed properties:
highest occupied orbital energy	-12.2	eV
LUMO energy	-3.334	eV
energy above the lowest of the compared OMol25 structures with the same formula, charge and spin	1.012	eV

Record 5
Computed, not measured: a 8-piece molecular cluster, H15O8 overall at a distorted geometry, with the ωB97M-V functional and the def2-TZVPD basis.

Geometry as ORCA input:
```
! RIJCOSX wB97M-V def2-TZVPD def2/J DEFGRID3
* xyz -1 1
O -0.08328 -0.38085 -0.14711
H -0.16619 -1.16017 -0.16363
O 2.45488 0.35914 -0.38380
H 1.47474 0.07881 -0.37548
H 2.66885 0.95572 0.40350
O 1.52576 -1.70822 1.53455
H 1.13679 -1.19231 0.76285
H 2.47968 -1.23839 1.75097
O -2.60141 -0.06123 -0.84954
H -1.81681 -0.11502 -0.34497
H -3.14755 0.79966 -0.86972
O -0.23104 -0.75791 3.40670
H 0.34500 -1.13607 2.72376
H -1.06578 -0.94945 2.84430
O -0.66284 1.82502 1.31666
H -0.60554 0.84397 0.97096
H -0.45927 2.42312 0.56929
O -0.34075 -1.40819 -2.72392
H -1.01704 -0.88310 -3.05089
H -0.24150 -0.97285 -1.89318
O -0.16901 1.85174 -1.97045
H -0.14916 1.09693 -1.28801
H 0.67148 1.72965 -2.22283
*
```

Computed properties:
highest occupied orbital energy	-7.0	eV
LUMO energy	3.473	eV
energy above the lowest of the compared OMol25 structures with the same formula, charge and spin	3.652	eV

Record 6
Computed, not measured: C10H21AsF9O7V as an isolated structure at a distorted geometry, with the ωB97M-V functional and the def2-TZVPD basis.

Geometry as ORCA input:
```
! RIJCOSX wB97M-V def2-TZVPD def2/J DEFGRID3
* xyz 0 3
O -2.02144 -1.51423 0.42979
V -0.50972 -1.26531 0.28439
As 0.41990 -1.73040 3.91118
F 1.20321 -2.24929 5.30742
F -1.14269 -2.11461 4.75469
F -0.52044 -1.34330 2.43305
F 2.00337 -1.30063 3.14070
F 0.51949 -3.38808 3.22755
F 0.23088 -0.09118 4.66688
O 0.32154 -3.10584 0.54697
H 0.35105 -3.46132 -0.36258
C 0.00061 -0.16785 -3.02703
O 1.39075 -0.65071 -2.92214
O -0.60161 -0.70160 -1.90209
C -0.02392 1.44437 -3.45468
F 0.81078 1.73048 -4.48888
F -1.23703 1.91141 -3.70126
F 0.35856 2.12989 -2.44052
C 2.28310 -0.55157 -3.93969
C 3.59719 -1.43424 -3.63552
H 4.19905 -1.10096 -2.79007
H 3.42907 -2.48502 -3.39952
H 4.21463 -1.39262 -4.53281
H 2.56327 0.49482 -4.06086
H 1.80438 -0.95224 -4.83322
H -0.33237 -0.71182 -3.91095
C -4.68325 0.47748 2.47225
O -3.40704 0.69633 1.88932
C -3.20285 1.92839 1.33657
C -2.20578 1.77123 0.10618
O -1.00278 0.98824 0.46313
C -0.07669 1.76734 1.25408
C 1.37488 1.33167 0.86693
O 1.38860 -0.11619 0.62193
C 2.66429 -0.60689 0.23809
H -4.84077 0.95332 3.44017
H -4.68654 -0.60339 2.61306
H -5.50302 0.81493 1.83807
H -2.82844 2.60985 2.10045
H -4.13192 2.37621 0.98389
H -1.94930 2.70822 -0.38816
H -2.74025 1.13877 -0.60265
H -0.16471 1.69708 2.33824
H -0.08656 2.83379 1.02898
H 1.97992 1.51498 1.75487
H 1.75632 1.86816 -0.00185
H 2.56522 -1.48013 -0.40670
H 3.25500 -0.76356 1.14066
H 3.21384 0.09578 -0.38828
*
```

Computed properties:
highest occupied orbital energy (spin up / spin down)	-9.8 / -9.9	eV
LUMO energy (spin up / spin down)	-0.177 / -5.223	eV
energy above the lowest of the compared OMol25 structures with the same formula, charge and spin	0.617	eV

Record 7
Computed, not measured: C17H23BrN4S as an isolated structure at a distorted geometry, with the ωB97M-V functional and the def2-TZVPD basis.

Geometry as ORCA input:
```
! RIJCOSX wB97M-V def2-TZVPD def2/J DEFGRID3
* xyz 0 1
C 2.99345 0.34610 0.03984
C 1.46140 0.58496 0.04725
Br 0.66381 -0.28050 1.65611
C 0.73531 0.09331 -1.24779
C -0.78785 0.06183 -0.95529
C -1.51151 -1.10080 -0.85278
C -2.94546 -1.02720 -0.52684
C -3.58949 0.16825 -0.32535
C -2.85940 1.40800 -0.43042
N -3.26572 2.66400 -0.28046
S -2.00736 3.67940 -0.54320
N -0.84308 2.55716 -0.82164
C -1.41482 1.36666 -0.75635
H 3.28943 -0.58733 -0.45912
H 3.50822 1.24442 -0.33897
H 3.30126 0.24297 1.10124
H 1.24484 1.65712 0.15978
H 0.84165 0.84711 -2.05631
H 1.10546 -0.87236 -1.63045
H -0.97597 -2.04450 -0.99638
H -3.49774 -1.97395 -0.45476
H -4.66356 0.18304 -0.11285
C 2.06036 -3.55075 -4.31193
C 3.39274 -4.03366 -3.74900
C 3.79615 -3.30261 -2.46489
C 3.94067 -1.85627 -2.72392
N 4.05342 -0.72725 -2.92838
H 2.10242 -2.49727 -4.59476
H 1.79847 -4.11653 -5.20671
H 1.25677 -3.67907 -3.58246
H 4.16812 -3.90207 -4.50700
H 3.32561 -5.10364 -3.54123
H 4.74550 -3.68944 -2.09250
H 3.04296 -3.44958 -1.68779
C -3.02136 3.39603 5.18221
C -2.25338 3.25451 3.87249
C -2.20051 1.81096 3.36461
C -1.52271 0.94315 4.34928
N -0.99029 0.26553 5.11511
H -2.54462 2.83678 5.98917
H -3.05845 4.44202 5.49007
H -4.04784 3.03748 5.07536
H -1.23793 3.63281 4.01293
H -2.72676 3.87975 3.11194
H -1.65378 1.76249 2.42077
H -3.20846 1.42896 3.19133
*
```

Computed properties:
highest occupied orbital energy	-8.9	eV
LUMO energy	-0.745	eV

Record 8
Computed, not measured: C49H59GeI2NO4SeSn as an isolated structure, with the ωB97M-V functional and the def2-TZVPD basis.

Geometry as ORCA input:
```
! RIJCOSX wB97M-V def2-TZVPD def2/J DEFGRID3
* xyz -2 1
Sn 0.28244 0.87001 0.13872
C -3.79558 1.34378 6.04750
C -3.23543 2.69974 5.59331
C -4.33345 3.75106 5.76018
C -2.06888 3.08806 6.51234
C -2.75515 2.58436 4.14610
C -1.67027 1.75657 3.85712
C -1.24897 1.56365 2.54987
N -0.19353 0.77190 2.14144
C 0.34475 -0.35501 2.74382
C -0.12964 -1.03229 3.85361
C 0.52568 -2.16930 4.33747
C 1.65280 -2.61725 3.66759
C 2.13886 -1.99739 2.50446
C 1.47941 -0.86495 2.03785
O 1.84908 -0.22294 0.91794
C 3.35002 -2.54332 1.74435
C 2.92455 -2.96728 0.33005
C 4.44504 -1.47011 1.64541
C 3.96062 -3.76581 2.43475
C -0.04314 -2.87477 5.56922
C -0.12541 -1.89101 6.74536
C 0.81237 -4.06336 6.00898
C -1.45374 -3.39411 5.25513
C -1.87467 2.26815 1.48717
O -1.38056 2.09740 0.25361
C -2.95977 3.10586 1.75988
C -3.38466 3.22703 3.09094
C -3.64609 3.87998 0.63258
C -4.83861 4.70030 1.13095
C -4.16960 2.90903 -0.43627
C -2.63916 4.85177 0.00315
H -4.15760 1.39698 7.07951
H -3.02877 0.56837 5.99389
H -4.62218 1.03834 5.40290
H -4.61764 3.81982 6.81378
H -5.22709 3.49312 5.18907
H -3.99334 4.73530 5.43239
H -2.41896 3.20545 7.54272
H -1.62366 4.03041 6.18752
H -1.28468 2.33079 6.51002
H -1.13196 1.26316 4.65380
H -1.03390 -0.68494 4.33131
H 2.17092 -3.48730 4.03957
H 2.57560 -2.11966 -0.25626
H 2.11735 -3.70365 0.38345
H 3.77108 -3.42835 -0.18931
H 4.07427 -0.58370 1.13515
H 5.30093 -1.86125 1.08555
H 4.78958 -1.18441 2.64314
H 3.24862 -4.59174 2.50240
H 4.31313 -3.53127 3.44229
H 4.81743 -4.11020 1.85007
H 0.86696 -1.50774 6.99199
H -0.53868 -2.38380 7.63110
H -0.76133 -1.03771 6.50652
H 1.82875 -3.75222 6.25869
H 0.87080 -4.82403 5.22825
H 0.37016 -4.52391 6.89662
H -2.11822 -2.57982 4.96389
H -1.88541 -3.89224 6.12924
H -1.42069 -4.10696 4.42885
H -4.23125 3.86261 3.29787
H -5.61526 4.06780 1.56939
H -5.27517 5.23255 0.28273
H -4.53922 5.44586 1.87116
H -4.93367 2.25130 -0.01158
H -3.36480 2.29635 -0.83493
H -4.61772 3.47215 -1.26007
H -2.25737 5.54378 0.75843
H -3.10799 5.43584 -0.79318
H -1.79689 4.31529 -0.42523
Se 1.47460 2.00856 -1.74867
I 0.30349 4.18291 -2.54305
I -0.83441 6.68480 -4.04419
O -0.75224 -0.67382 -0.76777
C -0.09952 -1.18012 -1.78173
O 1.10846 -1.12234 -1.91482
C -0.97095 -1.74191 -2.88840
C -0.71267 -0.96930 -4.18425
Ge 1.01290 -0.82767 -5.12629
C 1.13145 -2.36022 -6.35782
C 0.37984 -3.51477 -6.14560
C 0.50307 -4.62050 -6.97923
C 1.38261 -4.58522 -8.05059
C 2.14254 -3.44469 -8.27743
C 2.02002 -2.34957 -7.43428
C 0.74078 0.82042 -6.14949
C 0.53817 0.85730 -7.52772
C 0.27359 2.05928 -8.17477
C 0.20033 3.24110 -7.45038
C 0.38513 3.22287 -6.07414
C 0.65177 2.01955 -5.43565
C 2.76873 -0.76196 -4.27940
C 3.50892 0.41293 -4.22794
C 4.76651 0.43542 -3.63354
C 5.29976 -0.72206 -3.09349
C 4.57625 -1.90803 -3.15379
C 3.32500 -1.92448 -3.74479
H -2.01313 -1.59631 -2.60233
H -0.79394 -2.81675 -2.97969
H -0.99929 0.07208 -4.01097
H -1.38277 -1.33197 -4.97144
H -0.31717 -3.55539 -5.31552
H -0.08743 -5.50922 -6.79030
H 1.48033 -5.44382 -8.70409
H 2.83661 -3.41221 -9.10893
H 2.63611 -1.47393 -7.61026
H 0.57711 -0.05858 -8.10741
H 0.11583 2.07014 -9.24741
H -0.01204 4.17654 -7.95350
H 0.31047 4.13372 -5.49037
H 0.77028 2.02208 -4.35591
H 3.10097 1.33171 -4.63157
H 5.31471 1.36771 -3.57478
H 6.26988 -0.70143 -2.61126
H 4.97888 -2.81333 -2.71524
H 2.75905 -2.84965 -3.75707
*
```

Computed properties:
highest occupied orbital energy	-2.3	eV
LUMO energy	3.784	eV
energy above the lowest of the compared OMol25 structures with the same formula, charge and spin	0.142	eV